# 1
Below is 2 unconnected molecules or ions with the total composition C5H5NO, with properties calculated with ωB97M-V with the def2-TZVPD basis set.

The value obtained for the LUMO energy (alpha / beta) is -0.00349 / -0.00358 hartree. For the orbital gap (alpha / beta), the calculation gives 8.07 / 8.06 eV. For the HOMO energy (alpha / beta), the calculation gives -8.162 / -8.157 eV. Its SMILES is C=CC#N.C#CO.

XYZ file:
```
12
C5H5NO | the Open Molecules 2025 dataset | ωB97M-V with the def2-TZVPD basis set
O 2.01581 -0.40717 -1.90928
N 0.61252 -2.21885 0.30132
C 0.17925 -1.17740 0.55617
C -0.29251 0.16690 0.99164
C 0.38128 1.12658 -0.74494
C 1.00923 0.19200 -1.32881
C -1.68042 0.29313 1.09639
H -2.38872 -0.31402 0.55136
H 0.16055 2.12767 -1.05550
H -2.17764 1.20534 1.39011
H 1.92306 -1.36370 -1.76221
H 0.25758 0.36950 1.91375
```

Charges obtained by Löwdin population analysis, quoted in units of e: number 1, O, carries 0.10; number 2, N, carries 0.16; number 3, C, carries -0.26; number 4, C, carries -0.26; number 5, C, carries 0.05; number 6, C, carries -0.22; number 7, C, carries 0.01; number 8, H, carries 0.06; number 9, H, carries 0.08; number 10, H, carries 0.05; number 11, H, carries 0.12; number 12, H, carries 0.12

=====

# 2
Below is a molecular structure, C46H44MnN2O6P, with properties calculated with ωB97M-V with the def2-TZVPD basis set.

The multiplicity is 6. Its net charge is -1. The value obtained for the LUMO energy (alpha / beta) is 0.08427 / 0.08422 hartree. For the orbital gap (alpha / beta), the calculation gives 5.93 / 6.03 eV. Its expectation value of S² is 8.755. For the HOMO energy (alpha / beta), the calculation gives -3.633 / -3.736 eV.

XYZ file:
```
100
C46H44MnN2O6P | the Open Molecules 2025 dataset | ωB97M-V with the def2-TZVPD basis set
Mn -0.08597 0.38636 0.99657
P -1.10157 -1.61914 -0.23363
O -3.37427 5.20876 -2.45043
O -2.17767 -0.61074 1.38917
O 1.55053 -0.05014 -0.55383
O -0.65607 1.90446 2.32327
O -0.68887 1.92076 -0.33333
O -3.54977 -1.14734 3.07627
N 1.52403 0.12276 2.40027
N 3.19243 -1.22774 -1.60213
C -2.41737 2.83596 3.55977
C 2.69713 0.79356 2.23717
C 0.28953 -1.49064 3.66727
C 0.54153 -3.46784 -3.66193
C 0.40653 -1.54064 6.06427
C -2.03197 3.48106 -1.38563
C -3.81487 -3.78254 1.91107
C -3.86597 -4.99734 1.25147
C 1.18093 -0.40184 3.61107
C 5.10443 2.16176 1.74767
C -2.91337 -1.41334 2.07057
C -0.11517 -2.59494 -1.50893
C 3.93083 2.55866 1.12057
C -3.32447 5.04436 -0.10423
C 4.10483 1.41166 -2.26593
C -1.53857 2.86326 -0.20573
C 1.75343 -4.12294 -1.70623
C -1.63837 2.67636 2.27137
C -2.17987 -4.24404 -0.29403
C -2.04347 3.33986 1.06197
C -2.95557 -2.79274 1.45487
C 1.55863 -4.20304 -3.07673
C -4.56317 -0.58874 -2.21293
C 1.63703 0.12216 4.83567
C 0.93733 -3.31284 -0.94113
C 2.75163 1.88886 1.35287
C -2.88777 4.55026 -1.34383
C -0.09737 -2.03744 4.86937
C -1.86127 -0.05124 -2.40833
C -3.06487 4.67266 -3.70793
C -3.68467 -1.12434 -1.28963
C 5.07143 1.07886 2.61287
C -2.74027 0.47116 -3.33953
C -2.32077 -0.87274 -1.38183
C 1.85843 0.35966 -2.90713
C 3.19583 0.93136 -3.41293
C -3.05787 -5.21614 0.14457
C 4.35443 -0.72674 -0.88723
C -0.28787 -2.67334 -2.88663
C 1.26453 -0.45074 6.03117
C 2.12473 -0.33794 -1.59083
C -2.11367 -3.02004 0.36147
C 3.89823 0.40106 2.86007
C -2.93067 4.42706 1.05127
C 5.06923 0.34176 -1.73073
C -4.09717 0.20466 -3.24643
H -3.09897 1.98976 3.63557
H 5.83203 0.82446 -1.11403
H -2.36867 1.08856 -4.14813
H -1.67017 3.07136 -2.31553
H 3.89223 -0.45964 3.51417
H -4.07667 -1.72224 -0.48123
H 1.42393 -0.31274 -3.64963
H -4.44927 -3.56594 2.76017
H 1.16383 1.17246 -2.69213
H 3.48963 1.77366 -1.43963
H -1.56337 -4.43344 -1.16033
H -0.80917 0.18976 -2.44783
H 5.57843 -0.14254 -2.57343
H -3.34277 3.61566 -3.76743
H 2.24933 1.01256 4.82147
H 3.94243 3.40476 0.44567
H 3.43573 -1.53834 -2.53683
H 2.20093 -4.82544 -3.68853
H 3.73183 0.18646 -4.00963
H 1.08823 -3.23444 0.12987
H -4.79137 0.62406 -3.96303
H -3.30317 4.82306 1.98377
H -2.98097 3.75956 3.61387
H 2.98353 1.77256 -4.07513
H 1.63463 -0.03254 6.95847
H -0.09177 -1.87504 2.72417
H -1.72367 2.77266 4.39657
H 4.00493 -0.29314 0.05097
H 5.98703 0.76036 3.09217
H 2.53803 -4.70434 -1.24143
H -3.96777 5.90846 -0.08323
H -0.80917 -2.85264 4.87567
H -1.99947 4.78426 -3.94173
H 5.02993 -1.55524 -0.66343
H -3.65077 5.23896 -4.43213
H 0.11493 -1.98514 7.00597
H 4.71143 2.25026 -2.61573
H -1.09657 -2.14004 -3.36613
H -4.54637 -5.77384 1.57147
H -3.12107 -6.14864 -0.39913
H -5.62067 -0.79674 -2.12553
H 1.82253 2.18486 0.87097
H 0.37793 -3.53734 -4.73073
H 6.03103 2.68126 1.54627
```

These are the Löwdin partial charges, in e, on atoms 1 to 99: number 1, Mn, carries 0.82; number 2, P, carries 1.08; number 3, O, carries -0.09; number 4, O, carries -0.20; number 5, O, carries 0.00; number 6, O, carries -0.05; number 7, O, carries -0.12; number 8, O, carries 0.05; number 9, N, carries -0.03; number 10, N, carries 0.07; number 11, C, carries 0.01; number 12, C, carries -0.32; number 13, C, carries -0.04; number 14, C, carries -0.10; number 15, C, carries -0.13; number 16, C, carries 0.04; number 17, C, carries -0.02; number 18, C, carries -0.08; number 19, C, carries -0.31; number 20, C, carries -0.14; number 21, C, carries -0.62; number 22, C, carries -0.35; number 23, C, carries -0.13; number 24, C, carries -0.04; number 25, C, carries -0.18; number 26, C, carries -0.32; number 27, C, carries -0.10; number 28, C, carries -0.34; number 29, C, carries -0.07; number 30, C, carries -0.09; number 31, C, carries -0.15; number 32, C, carries -0.11; number 33, C, carries -0.08; number 34, C, carries -0.05; number 35, C, carries -0.13; number 36, C, carries -0.05; number 37, C, carries -0.27; number 38, C, carries -0.10; number 39, C, carries -0.12; number 40, C, carries -0.10; number 41, C, carries -0.05; number 42, C, carries -0.12; number 43, C, carries -0.10; number 44, C, carries -0.30; number 45, C, carries -0.09; number 46, C, carries -0.18; number 47, C, carries -0.09; number 48, C, carries -0.16; number 49, C, carries -0.10; number 50, C, carries -0.12; number 51, C, carries -0.45; number 52, C, carries -0.26; number 53, C, carries -0.05; number 54, C, carries -0.04; number 55, C, carries -0.17; number 56, C, carries -0.10; number 57, H, carries 0.10; number 58, H, carries 0.10; number 59, H, carries 0.10; number 60, H, carries 0.10; number 61, H, carries 0.11; number 62, H, carries 0.11; number 63, H, carries 0.12; number 64, H, carries 0.12; number 65, H, carries 0.12; number 66, H, carries 0.10; number 67, H, carries 0.10; number 68, H, carries 0.08; number 69, H, carries 0.11; number 70, H, carries 0.08; number 71, H, carries 0.11; number 72, H, carries 0.10; number 73, H, carries 0.13; number 74, H, carries 0.09; number 75, H, carries 0.10; number 76, H, carries 0.11; number 77, H, carries 0.09; number 78, H, carries 0.10; number 79, H, carries 0.06; number 80, H, carries 0.11; number 81, H, carries 0.09; number 82, H, carries 0.08; number 83, H, carries 0.09; number 84, H, carries 0.11; number 85, H, carries 0.09; number 86, H, carries 0.10; number 87, H, carries 0.10; number 88, H, carries 0.10; number 89, H, carries 0.10; number 90, H, carries 0.12; number 91, H, carries 0.09; number 92, H, carries 0.08; number 93, H, carries 0.11; number 94, H, carries 0.10; number 95, H, carries 0.10; number 96, H, carries 0.10; number 97, H, carries 0.10; number 98, H, carries 0.10; number 99, H, carries 0.10

=====

# 3
Below is a single C6H10 molecule, with properties calculated with ωB97M-V with the def2-TZVPD basis set.

The value obtained for the LUMO energy is 0.00781 hartree. For the orbital gap, the calculation gives 10.25 eV. For the HOMO energy, the calculation gives -10.041 eV.

XYZ file:
```
16
C6H10 | the Open Molecules 2025 dataset | ωB97M-V with the def2-TZVPD basis set
C -0.15289 0.48991 0.88549
C 0.76721 -0.31883 -1.30202
C 1.81688 0.43731 -1.45708
C -0.43123 -0.33832 -0.37623
C 0.51027 1.83236 0.60393
C -0.81998 -1.78098 -0.04084
H -0.12433 2.48087 -0.00981
H 0.85309 -1.09265 -2.08030
H 1.46407 1.69933 0.06558
H -1.03329 -2.35421 -0.95005
H -1.26471 0.12722 -0.92273
H 0.48142 -0.09954 1.56035
H -1.10462 0.65174 1.40865
H 0.75590 2.36158 1.52956
H -0.00526 -2.28483 0.49202
H -1.71253 -1.81097 0.59346
```

Charges obtained by Löwdin population analysis, quoted in units of e: number 1, C, carries -0.24; number 2, C, carries -0.25; number 3, C, carries 0.17; number 4, C, carries -0.40; number 5, C, carries -0.11; number 6, C, carries -0.08; number 7, H, carries 0.09; number 8, H, carries 0.11; number 9, H, carries 0.02; number 10, H, carries 0.08; number 11, H, carries 0.14; number 12, H, carries 0.12; number 13, H, carries 0.12; number 14, H, carries 0.08; number 15, H, carries 0.09; number 16, H, carries 0.08

=====

# 4
Below is 5 unconnected molecules or ions with the total composition BrH8O4, with properties calculated with ωB97M-V with the def2-TZVPD basis set.

Its net charge is -1. The value obtained for the LUMO energy is 0.14218 hartree. For the orbital gap, the calculation gives 8.86 eV. For the HOMO energy, the calculation gives -4.994 eV.

XYZ file:
```
13
BrH8O4 | the Open Molecules 2025 dataset | ωB97M-V with the def2-TZVPD basis set
Br -15.72288 -18.72808 -11.53378
O -16.46179 -18.98581 -8.51587
O -13.73904 -19.88342 -9.34069
O -17.16115 -15.82869 -10.86921
O -15.49939 -15.72256 -13.06668
H -17.11597 -16.74879 -10.89658
H -13.96664 -19.00006 -9.23722
H -16.18109 -19.89706 -8.25849
H -14.31440 -20.04064 -10.06907
H -16.30955 -19.02481 -9.44162
H -15.38043 -16.69118 -13.04575
H -15.63666 -15.52903 -13.98307
H -18.02950 -15.53631 -10.57831
```

Charges obtained by Löwdin population analysis, quoted in units of e: number 1, Br, carries -0.02; number 2, O, carries -0.15; number 3, O, carries -0.11; number 4, O, carries -0.09; number 5, O, carries -0.11; number 6, H, carries -0.13; number 7, H, carries -0.04; number 8, H, carries 0.04; number 9, H, carries -0.12; number 10, H, carries -0.21; number 11, H, carries -0.08; number 12, H, carries 0.00; number 13, H, carries 0.02

=====

Short version: energy above the lowest of the compared OMol25 structures with the same formula, charge and spin = 584.0, 116.6, 322.0, 80.4 kJ/mol, in the order given.